1.
Molecular formula: H8O4
Method: DFT, ωB97M-V with the def2-TZVPD basis set

Last column: Mulliken charge in e.
Atoms and positions in Å:
O  10.529  3.537  -0.794  -0.609
H  10.090  3.905  -0.028  0.292
H  10.648  4.281  -1.384  0.352
O  9.121  3.182  -4.030  -0.623
H  8.363  3.473  -4.537  0.307
H  9.454  3.978  -3.616  0.315
O  9.427  7.514  -0.943  -0.675
H  8.961  7.573  -0.110  0.313
H  10.264  7.950  -0.781  0.327
O  11.298  5.856  -2.486  -0.672
H  11.967  6.444  -2.837  0.296
H  10.681  6.433  -2.038  0.377

highest occupied orbital energy = -10.835 eV
SMILES = O.O.O.O
lowest unoccupied orbital energy = 0.14 eV
net charge = 0
energy = -305.74363 Eh
energy relative to the best compared isomer or geometry (same formula, charge and spin) = 93.4 kJ/mol

***

2.
Molecular formula: C18H24N2O3PtS
Method: DFT, ωB97M-V with the def2-TZVPD basis set

Last column: Mulliken charge in e.
Atoms and positions in Å:
Pt  0.273  0.120  1.066  0.858
C  2.288  -2.705  2.115  -1.653
C  1.139  -1.806  2.432  0.830
C  1.364  -0.511  2.981  -0.585
C  0.294  0.334  3.337  -0.316
C  -1.023  -0.074  3.045  -0.552
C  -1.254  -1.363  2.509  -0.379
C  -0.193  -2.229  2.247  -0.506
H  2.503  -3.320  2.994  0.371
H  3.189  -2.141  1.880  0.414
H  2.057  -3.377  1.291  0.391
H  2.383  -0.190  3.158  0.540
H  0.483  1.292  3.800  0.626
H  -1.857  0.581  3.261  0.461
H  -2.270  -1.674  2.301  0.435
H  -0.388  -3.216  1.845  0.516
O  -3.582  -5.000  -0.909  -0.516
C  -3.334  -4.690  -2.265  -0.433
N  -2.643  -3.422  -2.250  -0.217
C  -1.495  -3.196  -2.929  0.273
O  -0.977  -3.955  -3.715  -0.578
C  -0.796  -1.897  -2.600  0.388
C  -0.102  -1.217  -3.596  -0.320
C  0.606  -0.077  -3.261  -0.818
C  0.647  0.329  -1.940  -0.068
N  0.011  -0.351  -0.972  -0.338
C  -0.709  -1.438  -1.305  -0.381
H  -4.243  -5.699  -0.860  0.320
H  -4.268  -4.613  -2.827  0.350
H  -2.675  -5.410  -2.750  0.332
H  -3.104  -2.663  -1.777  0.283
H  -0.123  -1.599  -4.609  0.518
H  1.144  0.490  -4.007  0.440
H  1.195  1.205  -1.629  0.494
H  -1.201  -1.964  -0.498  0.712
O  0.714  2.163  0.347  -0.626
S  0.885  3.365  1.327  0.368
C  2.422  4.163  0.764  -0.621
C  2.037  5.510  0.149  -0.618
C  0.648  5.329  -0.456  -0.519
C  -0.170  4.656  0.638  -0.779
H  2.813  3.460  0.027  0.312
H  3.114  4.228  1.602  0.434
H  2.780  5.810  -0.588  0.338
H  2.012  6.280  0.921  0.327
H  0.689  4.693  -1.342  0.252
H  0.196  6.276  -0.746  0.397
H  -1.096  4.173  0.327  0.388
H  -0.383  5.337  1.465  0.458

highest occupied orbital energy (spin up / spin down) = -14.689 / -14.697 eV
lowest unoccupied orbital energy (spin up / spin down) = -6.20 / -8.74 eV
net charge = +2
energy = -1552.43195 Eh
energy relative to the best compared isomer or geometry (same formula, charge and spin) = 2.5 kJ/mol
multiplicity = 3
expectation value of S² = 2.01

***

3.
Molecular formula: C46H41ClF9FeN3O4PS
Method: DFT, ωB97M-V with the def2-TZVPD basis set

Last column: Mulliken charge in e.
Atoms and positions in Å:
Fe  -0.503  1.947  0.968  0.588
O  -2.454  3.079  -3.179  -0.645
Cl  -1.718  3.577  -2.082  1.703
O  -0.361  3.161  -2.145  -0.486
O  -1.834  4.959  -1.926  -0.669
O  -2.320  2.876  -0.826  -0.733
C  -1.070  -4.836  2.024  -1.903
C  -2.305  -4.198  1.419  2.123
C  -2.482  -4.738  -0.030  -1.635
C  -3.582  -4.592  2.199  -1.743
C  -2.116  -2.632  1.411  0.057
C  -2.827  -1.764  0.572  -0.204
C  -2.511  -0.404  0.503  -0.921
N  -1.488  0.130  1.188  -0.322
C  -0.906  -0.672  2.167  0.205
C  -1.223  -2.013  2.301  0.010
C  0.073  0.071  2.949  -0.328
C  0.364  -0.228  4.280  -0.496
C  1.357  0.494  4.939  0.190
C  2.248  1.192  4.119  -0.823
C  1.923  1.419  2.792  -0.989
N  0.740  1.049  2.272  0.591
C  1.455  0.684  6.451  1.909
C  0.217  -0.012  7.069  -2.058
C  1.425  2.186  6.773  -1.646
C  2.777  0.041  7.033  -1.517
H  -1.046  -5.898  1.752  0.458
H  -1.133  -4.791  3.114  0.368
H  -0.132  -4.346  1.686  0.304
H  -2.625  -5.807  0.051  0.533
H  -1.657  -4.558  -0.721  0.271
H  -3.383  -4.333  -0.566  0.356
H  -3.767  -5.666  2.155  0.442
H  -4.459  -4.112  1.790  0.394
H  -3.496  -4.353  3.252  0.402
H  -3.672  -2.124  -0.084  0.439
H  -2.997  0.297  -0.173  0.511
H  -0.555  -2.621  2.935  0.618
H  -0.262  -0.992  4.796  0.559
H  3.196  1.571  4.495  0.513
H  2.561  1.978  2.087  0.592
H  -0.681  0.425  6.671  0.507
H  0.116  0.174  8.127  0.426
H  0.226  -1.062  6.897  0.427
H  0.564  2.651  6.361  0.421
H  2.360  2.703  6.412  0.348
H  1.413  2.313  7.855  0.431
H  2.961  -0.949  6.557  0.335
H  2.694  -0.126  8.125  0.412
H  3.602  0.729  6.876  0.369
S  -0.951  6.361  2.187  -0.127
C  -1.247  4.710  1.944  -0.322
N  -0.282  3.948  1.427  0.561
C  0.786  4.795  1.027  -0.156
C  1.899  4.418  0.221  -0.207
C  2.885  5.369  -0.016  -0.694
C  2.851  6.602  0.660  -0.522
C  1.794  6.944  1.468  -0.427
C  0.694  6.086  1.576  0.465
H  -2.241  4.316  2.209  0.341
H  1.913  3.474  -0.322  0.364
H  3.718  5.170  -0.726  0.398
H  3.654  7.361  0.444  0.331
H  1.820  7.820  2.108  0.427
F  -3.061  -4.358  -7.482  -0.250
C  -3.222  -4.732  -6.163  0.736
F  -4.557  -4.791  -5.912  -0.271
F  -2.799  -6.077  -6.126  -0.270
C  -2.476  -3.809  -5.228  0.303
C  -1.122  -3.494  -5.408  -1.111
C  -0.579  -2.428  -4.709  -0.160
C  -1.342  -1.762  -3.769  -0.181
C  -2.614  -2.213  -3.434  -0.598
C  -3.201  -3.180  -4.221  -0.417
P  -0.677  -0.331  -2.847  1.207
C  0.789  -0.972  -2.047  0.983
C  1.046  -2.343  -1.860  -0.635
C  1.931  -2.766  -0.875  -0.856
C  2.701  -1.851  -0.147  -0.402
C  2.474  -0.454  -0.420  -0.859
C  1.529  -0.022  -1.318  -0.977
C  3.522  -2.269  1.010  0.770
F  3.927  -3.626  0.991  -0.294
F  4.671  -1.523  1.177  -0.282
F  2.831  -2.111  2.218  -0.185
C  0.021  0.695  -4.200  0.542
C  1.447  0.866  -4.383  -0.214
C  1.867  1.851  -5.226  -1.057
C  0.918  2.604  -5.962  0.293
C  -0.453  2.310  -5.945  -0.797
C  -0.893  1.328  -5.046  -0.576
C  1.326  3.853  -6.684  0.764
F  0.263  4.460  -7.343  -0.286
F  2.305  3.644  -7.657  -0.265
F  1.858  4.843  -5.837  -0.254
H  -0.548  -3.888  -6.254  0.394
H  0.436  -2.101  -4.858  0.554
H  -3.085  -1.724  -2.589  0.413
H  -4.273  -3.484  -4.009  0.366
H  0.526  -3.075  -2.520  0.224
H  2.016  -3.835  -0.646  0.536
H  3.161  0.272  0.029  0.573
H  1.352  1.059  -1.469  0.830
H  2.158  0.148  -3.966  0.452
H  2.949  2.077  -5.307  0.396
H  -1.162  2.895  -6.539  0.438
H  -1.956  1.059  -4.911  0.294

highest occupied orbital energy (spin up / spin down) = -10.634 / -10.634 eV
lowest unoccupied orbital energy (spin up / spin down) = -3.85 / -4.19 eV
net charge = +1
energy = -5604.54611 Eh
energy relative to the best compared isomer or geometry (same formula, charge and spin) = 50.5 kJ/mol
multiplicity = 5
expectation value of S² = 6.01

***

4.
Molecular formula: H24O12
Method: DFT, ωB97M-V with the def2-TZVPD basis set

Last column: Mulliken charge in e.
Atoms and positions in Å:
O  -0.653  -0.212  0.434  -0.433
H  -0.148  -0.919  0.061  0.317
H  -0.797  0.401  -0.277  0.365
O  1.958  -2.235  -2.863  -0.671
H  1.605  -2.114  -1.963  0.464
H  1.333  -1.663  -3.361  0.291
O  -0.455  4.220  -0.549  -0.629
H  -1.349  4.563  -0.821  0.303
H  -0.438  3.297  -0.620  0.343
O  -1.006  -3.186  2.107  -0.605
H  -0.282  -3.791  1.777  0.287
H  -1.217  -2.682  1.350  0.309
O  1.476  2.197  0.732  -0.624
H  0.646  2.398  1.158  0.302
H  1.755  1.470  1.330  0.372
O  -2.583  -1.841  -0.102  -0.692
H  -1.905  -1.217  0.245  0.439
H  -3.084  -1.897  0.692  0.314
O  -1.381  1.752  -1.265  -0.639
H  -1.808  1.451  -2.063  0.228
H  -2.065  1.878  -0.571  0.238
O  1.075  0.458  -2.098  -0.539
H  1.398  0.636  -2.992  0.266
H  0.396  1.142  -1.965  0.242
O  0.844  -0.183  2.718  -0.623
H  0.217  -0.210  2.001  0.281
H  0.404  0.263  3.461  0.316
O  2.971  -0.557  -0.109  -0.564
H  2.704  -1.438  0.265  0.306
H  2.236  -0.240  -0.664  0.319
O  -1.177  2.345  1.761  -0.604
H  -1.414  1.418  2.039  0.290
H  -1.947  2.856  1.589  0.280
O  0.813  -2.404  -0.475  -0.828
H  1.577  -2.840  -0.052  0.248
H  0.302  -3.112  -0.907  0.334

highest occupied orbital energy = -10.300 eV
SMILES = O.O.O.O.O.O.O.O.O.O.O.O
lowest unoccupied orbital energy = -0.57 eV
net charge = 0
energy = -917.23258 Eh
energy relative to the best compared isomer or geometry (same formula, charge and spin) = 243.6 kJ/mol